{"formula": "C46H51BrN10O5PRbS", "method": "the ωB97M-V functional and the def2-TZVPD basis", "total_charge": -2, "de_lowest_ev": 0.000, "spin_multiplicity": 1, "fmax_ev_per_a": 1.18, "lumo_energy_ev": 3.73, "orbital_gap_ev": 6.91, "species": ["Rb", "C", "C", "N", "C", "C", "S", "C", "C", "N", "H", "H", "H", "H", "H", "H", "H", "H", "H", "H", "H", "H", "H", "H", "N", "C", "C", "C", "C", "C", "C", "P", "C", "C", "C", "C", "C", "C", "C", "C", "C", "C", "C", "C", "H", "H", "H", "H", "H", "H", "H", "H", "H", "H", "H", "H", "H", "H", "H", "H", "N", "C", "C", "C", "O", "O", "H", "H", "H", "H", "H", "H", "Br", "C", "C", "C", "C", "C", "N", "C", "O", "O", "H", "H", "H", "N", "C", "N", "C", "N", "C", "N", "N", "C", "O", "C", "C", "C", "C", "C", "C", "C", "C", "C", "H", "H", "H", "H", "H", "H", "H", "H", "H", "H", "H", "H"], "coordinates": [[1.66690, 0.55527, -1.33097], [-1.84005, -2.34800, 2.23055], [-0.43141, -2.72265, 2.77262], [0.54411, -3.13204, 1.79072], [0.44645, -4.44540, 1.20121], [-0.82714, -4.91082, 0.49244], [-1.26408, -4.00331, -1.03603], [-2.86859, -3.26888, -0.51860], [-2.80366, -1.83453, 0.01156], [-1.77468, -1.60700, 0.99577], [-2.37335, -1.79717, 3.03270], [-2.43350, -3.25350, 2.06325], [-0.52387, -3.52652, 3.53697], [-0.04243, -1.85565, 3.29847], [0.58787, -2.43546, 1.04643], [0.66666, -5.19717, 1.98177], [1.26421, -4.52906, 0.47186], [-1.68921, -4.92000, 1.15137], [-0.68008, -5.95097, 0.18654], [-3.30346, -3.93563, 0.23003], [-3.54214, -3.28894, -1.38854], [-3.82226, -1.58239, 0.36412], [-2.59704, -1.18640, -0.84671], [-1.47577, -0.64773, 1.08793], [-1.72291, 0.72362, -2.33561], [-2.55934, 1.73554, -2.65374], [-2.55656, 2.23818, -3.97781], [-3.46016, 3.23151, -4.34206], [-4.34734, 3.77814, -3.40023], [-4.33129, 3.29590, -2.09976], [-3.44172, 2.28099, -1.70834], [-3.44138, 1.62769, -0.00475], [-2.73187, 3.00095, 0.99914], [-2.50003, 4.28249, 0.50304], [-1.92441, 5.26625, 1.29759], [-1.61140, 5.00110, 2.62267], [-1.81026, 3.71851, 3.12872], [-2.32389, 2.70664, 2.30889], [-5.23607, 1.71506, 0.37042], [-6.06252, 0.73146, -0.18526], [-7.42987, 0.73042, 0.04591], [-7.98988, 1.73131, 0.85294], [-7.17740, 2.68892, 1.44073], [-5.80438, 2.66607, 1.19898], [-1.08128, 0.35991, -3.03027], [-1.54333, 0.50064, -1.38093], [-1.87497, 1.80545, -4.69327], [-3.51180, 3.57891, -5.36561], [-5.03489, 4.57604, -3.69463], [-5.01793, 3.72255, -1.39150], [-2.78587, 4.53375, -0.52568], [-1.74013, 6.26001, 0.87594], [-1.20103, 5.78232, 3.24705], [-1.53183, 3.46502, 4.14947], [-2.39092, 1.70270, 2.69179], [-5.62577, -0.04196, -0.79806], [-8.05745, -0.01291, -0.44476], [-9.06651, 1.77653, 1.00710], [-7.63315, 3.46791, 2.06264], [-5.18424, 3.42800, 1.64131], [0.21966, 3.30723, -1.25740], [0.74760, 4.64918, -1.47830], [2.18479, 4.83285, -1.00758], [3.20309, 3.85326, -1.65061], [3.73306, 4.21683, -2.71717], [3.37074, 2.75291, -1.05864], [-0.72019, 3.22621, -1.60947], [0.15063, 3.03944, -0.27540], [0.10709, 5.41732, -1.02575], [0.71199, 4.80860, -2.56049], [2.24077, 4.75636, 0.08428], [2.49211, 5.84300, -1.29020], [5.52276, 1.10625, 0.79813], [3.93700, 1.99167, 1.49611], [4.07398, 3.30003, 1.91871], [2.92808, 3.92602, 2.39539], [1.73207, 3.22647, 2.43889], [1.72098, 1.89974, 2.00538], [2.83043, 1.29744, 1.53217], [0.46024, 1.03431, 2.01433], [0.14366, 0.54922, 3.11012], [-0.08310, 0.91179, 0.88107], [5.01486, 3.84760, 1.81443], [2.95468, 4.99195, 2.68360], [0.80213, 3.65663, 2.78488], [0.37248, -0.57698, -3.94441], [0.90302, -1.57406, -4.25100], [1.62402, -2.65369, -4.48665], [1.15099, -3.59200, -5.31597], [0.84415, -4.47079, -6.01231], [6.48075, -2.96542, 0.47797], [5.12565, -3.16167, 0.97051], [4.18130, -3.06659, -0.07675], [3.12827, -2.23890, 0.36276], [2.11736, -2.03586, -0.30218], [3.50152, -1.77685, 1.67290], [4.69487, -2.28976, 1.96729], [5.60895, -1.91828, 3.09084], [3.92391, -4.21212, -0.87561], [4.37178, -5.43684, -0.40319], [4.11867, -6.58496, -1.13281], [3.42497, -6.50667, -2.34533], [2.96144, -5.27425, -2.78918], [3.22828, -4.11914, -2.05230], [6.73493, -3.79863, -0.19917], [7.13267, -2.99908, 1.33724], [6.60757, -2.00176, -0.04458], [2.89996, -1.13159, 2.27121], [5.06952, -1.32429, 3.80526], [6.43831, -1.31595, 2.71045], [5.96308, -2.82882, 3.57718], [4.88743, -5.51710, 0.52569], [4.43643, -7.54323, -0.75345], [3.23903, -7.39084, -2.94011], [2.40462, -5.18506, -3.72020], [2.80523, -3.18282, -2.38813]], "mulliken_charge": [0.696, -0.913, -1.100, 0.579, -0.408, -0.883, -0.107, -1.176, -0.138, 1.297, 0.410, 0.487, 0.388, 0.276, -0.382, 0.421, -0.155, 0.333, 0.610, 0.458, 0.475, -0.044, 0.278, -0.754, 0.634, -0.470, -1.126, -0.611, -0.819, -0.232, 1.245, 1.062, 0.424, -0.550, -0.196, -0.417, -0.499, -0.675, 0.014, -0.411, -0.688, -0.382, -0.816, -0.089, 0.310, -0.547, 0.494, 0.380, 0.370, 0.532, 0.202, 0.352, 0.349, 0.237, 0.317, 0.353, 0.369, 0.331, 0.377, 0.419, 0.601, -0.900, 0.185, 0.117, -0.837, -0.368, -0.022, -0.544, 0.265, 0.435, -0.298, 0.463, -0.208, -0.169, -0.210, -0.632, -0.035, -0.601, 0.053, 0.417, -0.850, 0.208, 0.373, 0.271, 0.339, -0.848, 0.459, -0.554, 0.545, -0.747, -1.127, 0.087, 0.691, -0.041, -0.120, 0.091, -0.182, -1.918, -0.146, 0.123, -0.835, -0.630, -0.408, 0.013, 0.322, 0.486, 0.220, 0.584, 0.406, 0.383, 0.406, 0.498, 0.364, 0.424, 0.186, 0.315]}